Computed, not measured: a cluster of 4 separate species, C24H61BN3O7 in total, with ωB97M-V/def2-TZVPD.

Last column: Löwdin charge in e.
Atoms and positions in Å:
H -1.8326 -0.8258 6.9892  0.11
C -2.2206 0.5571 0.3252  -0.32
H 1.7068 3.9543 -6.0889  0.12
H 0.7895 -0.5426 5.4182  0.11
H -0.3458 -3.6538 6.4829  0.07
C 0.3862 0.6991 0.3326  -0.07
H -3.4450 2.3058 0.0340  0.10
H -2.6806 -1.8010 -3.0699  0.12
H 0.6658 -0.1634 9.0937  0.12
O -1.2810 -0.2644 -3.0295  -0.19
H -0.9149 -3.6142 -2.7495  0.12
C 0.2467 -0.4718 6.3638  -0.19
C 1.7556 -4.3065 8.7323  -0.12
H 0.1097 -2.0714 -8.5379  0.08
C 5.7711 2.8227 -3.2212  -0.12
H 2.6402 -4.3153 9.3762  0.08
H -2.3553 -3.7196 -7.3077  0.12
H -0.8297 -1.0462 0.6424  0.11
C 4.2091 4.3852 -2.3509  -0.21
H 0.2683 0.5815 6.6591  0.12
C -1.3546 -3.2555 6.3402  -0.11
H 0.4932 2.8334 -3.5002  0.12
C 2.8205 4.4626 -2.9622  -0.21
H -1.8023 -3.0108 7.3069  0.09
H -1.9513 -4.0411 5.8733  0.09
O -1.5225 -1.8691 -7.2653  -0.19
H -2.1456 0.4060 -0.7860  0.11
C -1.2027 -0.8821 6.0943  -0.21
H 2.0269 1.3253 -3.0274  0.09
H -3.3841 -1.2776 0.1669  0.06
H 1.2411 0.6898 1.0310  0.07
H -3.4216 -0.5150 1.8501  0.06
O -2.5510 2.4541 1.8860  -0.23
C 1.5455 4.0366 -5.0103  -0.20
H 3.4071 3.3802 -4.5740  0.06
H -4.3304 0.1899 0.4479  0.08
H -0.8542 -0.0102 -5.0349  0.06
H 0.2125 1.7091 -0.0670  0.06
H 5.4585 2.8884 -4.2686  0.08
H -0.5712 -0.9263 2.9203  0.07
H 0.3236 -2.3719 -2.7924  0.12
C -1.6607 -1.5957 -2.7260  -0.22
H 1.3803 -5.3268 8.6480  0.09
C 0.7191 2.8250 -4.5716  -0.23
H 0.8166 -2.0010 10.6411  0.12
H -1.6142 -0.1555 5.3896  0.12
H -0.2457 2.8932 -5.0822  0.11
H -0.0684 0.7606 2.8309  0.07
H 3.2402 1.3594 -4.3473  0.07
H -0.2166 -1.9298 -5.0334  0.06
H 2.0315 -3.9613 7.7311  0.08
C -1.6593 0.1777 -4.3209  -0.09
H -0.5958 -3.7444 -7.1657  0.12
C -0.8501 0.0580 2.4888  -0.08
O 4.6838 3.0407 -2.3443  -0.19
H 0.7104 0.0698 -0.5249  0.06
H 0.9983 -2.2214 7.0501  0.06
N 1.0054 -1.2539 7.3435  -0.05
H -1.6962 -1.6485 -1.6339  0.10
O -1.3353 -2.1468 5.4617  -0.18
C 2.2315 1.0463 -4.0633  -0.09
O 0.7260 -3.5102 9.2862  -0.20
C -1.6674 -3.3140 -5.3261  -0.22
C -1.5004 -3.2271 -6.8338  -0.22
H 6.1478 1.8153 -3.0422  0.09
C -3.4219 -0.3507 0.7673  -0.06
H -2.5903 -0.2803 -4.6658  0.09
H 2.2346 -2.0906 9.5934  0.12
H -0.4300 -0.4205 -8.1853  0.09
H 4.9067 5.0589 -2.8566  0.12
H -1.7237 2.7078 0.0353  0.10
H 2.4041 5.4581 -2.7824  0.12
O 1.2710 1.5766 -4.9636  -0.20
N 2.8630 4.2149 -4.4018  -0.05
H -3.8796 3.3696 3.3761  -0.02
H -1.8225 0.3180 2.9356  0.06
H 2.1955 -0.0420 -4.1396  0.09
N -0.4785 -2.8232 -4.6375  -0.05
H -1.8051 1.2576 -4.2734  0.08
C 0.4814 -1.1685 8.7025  -0.22
H -0.5992 -1.3539 8.7295  0.10
C -0.2762 -1.4103 -7.7557  -0.11
C -2.4832 2.0672 0.5450  -0.28
H -4.6764 3.2304 1.5976  -0.01
H -4.4123 1.5903 2.7555  -0.01
H 6.5814 3.5335 -3.0331  0.08
B -3.9520 2.6667 2.3871  -0.54
H -2.5577 -2.7332 -5.0570  0.11
H 0.9561 4.9447 -4.8499  0.12
H 4.1454 4.6995 -1.3052  0.12
H -1.8404 -4.3567 -5.0422  0.12
C 1.1456 -2.1871 9.6140  -0.22
C -0.6544 -2.6488 -3.1951  -0.19
H 2.1899 3.7295 -2.4464  0.11
H 0.4602 -1.3201 -6.9512  0.08
C -0.8935 0.0275 0.9249  -0.36

## Properties
Charge: -1
HOMO: -3.59 eV
DFT total energy: -45352.73437 eV
Strongest force on any atom: 0.028 hartree/bohr